Computed, not measured: 14 unconnected molecules or ions with the total composition C48H129N5O19 in a non-equilibrium geometry, with ωB97M-V/def2-TZVPD.

```
201
C48H129N5O19 | OMol25 | ωB97M-V/def2-TZVPD
C 0.84 9.58 -2.53
O 1.12 8.86 -1.28
C 0.18 8.97 -0.25
C 0.75 8.28 1.02
N 0.91 6.84 0.97
C 1.43 6.26 2.23
C 0.51 6.40 3.44
O 0.60 7.67 4.16
C -0.42 7.76 5.14
H -0.16 9.33 -2.89
H 1.52 9.24 -3.31
H 1.02 10.60 -2.18
H -0.71 8.49 -0.66
H -0.09 10.01 -0.08
H 0.14 8.64 1.84
H 1.75 8.68 1.18
H 1.63 6.68 0.27
H 2.46 6.49 2.51
H 1.40 5.18 2.09
H 0.56 5.54 4.11
H -0.50 6.32 3.06
H -0.43 8.64 5.78
H -0.37 6.97 5.89
H -1.35 7.61 4.60
C 3.95 -2.20 5.64
O 4.64 -2.77 4.56
C 5.53 -1.90 3.93
C 6.40 -2.49 2.80
N 5.84 -2.73 1.48
C 5.34 -1.42 0.95
C 4.62 -1.53 -0.43
O 3.78 -0.40 -0.49
C 2.96 -0.39 -1.62
H 4.61 -1.64 6.30
H 3.55 -3.07 6.17
H 3.17 -1.47 5.42
H 6.16 -1.48 4.71
H 5.00 -1.05 3.50
H 7.13 -3.20 3.18
H 7.12 -1.69 2.64
H 5.19 -3.50 1.38
H 6.20 -0.84 0.61
H 4.69 -0.76 1.52
H 4.00 -2.41 -0.61
H 5.25 -1.57 -1.32
H 2.49 0.59 -1.70
H 2.21 -1.18 -1.54
H 3.46 -0.46 -2.58
C -8.84 2.91 0.20
O -7.52 3.21 0.66
C -7.11 4.54 0.51
C -5.59 4.68 0.87
N -4.59 4.22 -0.10
C -3.19 4.68 0.12
C -2.88 6.00 -0.67
O -3.40 7.11 0.00
C -2.93 7.28 1.33
H -9.60 3.49 0.71
H -8.96 1.83 0.34
H -8.97 3.22 -0.84
H -7.71 5.30 1.00
H -7.22 4.84 -0.53
H -5.49 4.37 1.91
H -5.31 5.71 1.13
H -4.70 3.24 -0.32
H -2.65 3.85 -0.33
H -2.80 4.68 1.14
H -3.48 5.96 -1.57
H -1.84 6.22 -0.91
H -3.38 8.12 1.85
H -1.85 7.43 1.35
H -3.20 6.40 1.92
C -1.30 -2.70 -0.04
O -0.70 -3.08 1.18
C 0.52 -2.39 1.47
C 0.42 -0.95 2.08
N 0.24 0.10 1.18
C 0.17 1.42 1.73
C -0.34 2.44 0.69
O 0.69 3.02 -0.06
C 0.24 3.46 -1.39
H -0.62 -2.90 -0.87
H -1.65 -1.67 -0.14
H -2.19 -3.24 -0.38
H 1.15 -2.43 0.58
H 0.93 -2.90 2.34
H 1.43 -0.79 2.46
H -0.40 -0.90 2.79
H 0.92 0.13 0.43
H 1.14 1.89 1.90
H -0.49 1.45 2.59
H -0.72 3.17 1.41
H -1.24 2.24 0.12
H -0.27 4.41 -1.29
H -0.56 2.81 -1.76
H 1.11 3.65 -2.03
C 2.82 -4.77 1.12
O 4.04 -4.87 0.43
C 4.10 -6.02 -0.49
C 5.09 -5.80 -1.72
N 6.52 -5.72 -1.37
C 7.08 -6.85 -0.68
C 7.10 -8.05 -1.67
O 6.03 -8.95 -1.50
C 6.28 -9.83 -0.44
H 2.46 -5.71 1.54
H 2.08 -4.29 0.47
H 2.87 -4.06 1.95
H 3.12 -6.09 -0.95
H 4.24 -6.98 0.01
H 4.85 -4.92 -2.33
H 4.92 -6.54 -2.50
H 6.79 -4.82 -0.98
H 6.35 -6.90 0.13
H 8.05 -6.68 -0.21
H 8.02 -8.63 -1.60
H 7.07 -7.76 -2.71
H 7.13 -10.50 -0.60
H 5.42 -10.48 -0.35
H 6.42 -9.26 0.48
C 0.32 6.04 -3.75
C -0.41 5.27 -4.82
O -1.16 4.14 -4.35
H 0.69 6.95 -4.23
H 1.07 5.43 -3.24
H -0.52 6.29 -3.11
H 0.21 5.02 -5.68
H -1.14 5.93 -5.31
H -1.63 3.75 -5.10
C -1.08 -6.09 -1.10
C -1.50 -7.34 -0.38
O -1.36 -8.41 -1.23
H -1.62 -5.15 -0.92
H -1.18 -6.17 -2.18
H -0.03 -6.00 -0.82
H -2.49 -7.20 0.07
H -0.84 -7.36 0.48
H -0.43 -8.33 -1.46
C -4.17 1.05 -2.35
C -5.61 1.69 -2.25
O -5.84 1.75 -0.81
H -3.39 1.63 -1.86
H -3.96 1.02 -3.42
H -4.13 0.04 -1.94
H -6.28 0.92 -2.62
H -5.65 2.62 -2.82
H -6.51 2.41 -0.61
C -0.75 -0.13 -2.76
C -0.49 0.67 -3.99
O 0.30 -0.15 -4.80
H -1.18 -1.11 -2.93
H -1.45 0.28 -2.04
H 0.20 -0.27 -2.24
H 0.09 1.55 -3.73
H -1.38 1.00 -4.53
H 0.91 0.43 -5.26
C -4.21 -5.53 2.86
C -2.76 -5.22 3.22
O -1.89 -5.41 2.11
H -4.98 -5.54 3.63
H -4.29 -6.56 2.49
H -4.52 -4.81 2.11
H -2.33 -5.90 3.97
H -2.72 -4.23 3.68
H -1.47 -4.57 1.89
C 4.64 3.04 1.91
C 3.95 2.58 0.61
O 3.40 3.69 -0.12
H 5.40 3.80 1.72
H 5.29 2.25 2.30
H 4.04 3.39 2.75
H 3.09 1.96 0.88
H 4.52 2.01 -0.11
H 2.45 3.62 0.00
C -3.67 0.41 1.93
C -5.16 0.74 2.16
O -5.81 0.10 1.24
H -3.44 -0.60 2.26
H -3.11 1.03 2.64
H -3.15 0.51 0.98
H -5.36 1.80 2.32
H -5.38 0.24 3.11
H -6.01 0.61 0.45
C 1.87 -4.00 -2.83
C 1.61 -4.95 -4.00
O 1.13 -6.22 -3.57
H 2.36 -3.05 -3.03
H 2.43 -4.43 -2.00
H 0.90 -3.71 -2.45
H 2.53 -5.10 -4.56
H 0.91 -4.56 -4.73
H 0.51 -6.42 -4.27
C -6.30 -6.12 -1.56
C -4.93 -5.46 -1.22
O -4.18 -5.83 -2.39
H -6.76 -5.75 -2.48
H -7.09 -6.28 -0.82
H -6.08 -7.18 -1.68
H -4.60 -5.92 -0.29
H -4.85 -4.38 -1.10
H -3.79 -6.70 -2.28
```

The calculation puts the energy above the lowest of the compared OMol25 structures with the same formula, charge and spin at 379.10 kJ/mol. For the HOMO-LUMO gap, the calculation gives 8.5 eV. As for the total charge: 0. The LUMO energy comes out at 0.3 eV. As for the molar mass: 1080.6 g/mol.

Mulliken atomic charge list, values in e, 2 entries: -0.808 -0.360

Computed, not measured: 22 unconnected molecules or ions with the total composition C48H148N8O30 in a non-equilibrium geometry, with ωB97M-V/def2-TZVPD.

```
234
C48H148N8O30 | OMol25 | ωB97M-V/def2-TZVPD
C 15.35 14.96 33.49
O 16.04 14.82 32.29
C 15.96 13.53 31.72
C 16.71 13.59 30.45
N 16.06 14.37 29.41
C 16.74 14.33 28.12
C 15.83 14.81 26.99
O 15.50 16.24 27.13
C 14.45 16.55 26.21
H 15.87 14.45 34.32
H 14.42 14.37 33.47
H 15.20 16.01 33.60
H 14.92 13.23 31.56
H 16.33 12.67 32.34
H 16.78 12.58 30.06
H 17.78 13.91 30.63
H 15.81 15.34 29.54
H 17.03 13.29 27.90
H 17.65 14.95 27.98
H 14.87 14.23 27.14
H 16.23 14.61 26.02
H 13.72 15.75 26.25
H 14.82 16.65 25.21
H 13.90 17.47 26.50
C 21.88 22.36 21.14
O 21.87 20.94 21.19
C 21.48 20.42 19.97
C 20.09 20.60 19.44
N 19.99 19.97 18.15
C 18.73 20.33 17.42
C 18.87 20.13 15.88
O 19.45 18.84 15.62
C 20.72 18.77 15.00
H 22.13 22.71 22.14
H 20.94 22.78 20.88
H 22.62 22.78 20.43
H 21.69 19.38 19.94
H 22.26 20.70 19.22
H 19.84 21.62 19.33
H 19.35 20.20 20.17
H 20.74 20.38 17.51
H 18.42 21.36 17.63
H 17.91 19.75 17.83
H 19.32 21.00 15.45
H 17.81 20.08 15.50
H 21.12 17.78 15.06
H 21.40 19.56 15.39
H 20.54 19.00 13.95
C 22.78 24.53 17.27
O 21.53 24.33 17.77
C 20.53 24.21 16.81
C 19.17 24.47 17.43
N 18.98 23.75 18.70
C 17.55 23.89 19.11
C 17.33 23.14 20.43
O 18.41 23.48 21.33
C 18.65 22.57 22.31
H 23.10 23.76 16.50
H 23.52 24.43 18.13
H 22.99 25.56 16.79
H 20.73 23.22 16.35
H 20.57 25.01 16.00
H 18.34 24.23 16.77
H 19.03 25.61 17.57
H 19.51 24.27 19.38
H 16.91 23.52 18.32
H 17.28 24.95 19.16
H 17.20 22.06 20.25
H 16.38 23.47 20.78
H 17.84 22.58 23.03
H 19.66 22.79 22.74
H 18.69 21.59 21.93
C 25.30 16.04 27.07
O 24.29 16.55 27.93
C 23.83 15.62 28.92
C 23.47 14.28 28.34
N 22.62 14.32 27.19
C 21.39 15.05 27.23
C 20.31 14.39 26.41
O 20.54 14.64 25.04
C 19.63 13.92 24.26
H 25.57 16.86 26.36
H 25.13 15.13 26.46
H 26.17 15.75 27.61
H 22.93 16.04 29.34
H 24.57 15.46 29.73
H 22.88 13.85 29.14
H 24.37 13.62 28.21
H 23.11 14.22 26.28
H 21.55 16.09 26.93
H 21.11 14.97 28.27
H 19.31 14.76 26.68
H 20.27 13.24 26.59
H 19.96 12.86 24.29
H 19.56 14.28 23.24
H 18.58 13.98 24.66
C 23.93 15.08 23.39
O 24.26 16.32 24.08
C 23.74 17.44 23.34
C 24.02 18.67 24.20
N 23.36 18.44 25.58
C 23.75 19.41 26.59
C 23.27 20.78 26.31
O 24.01 21.42 25.23
C 23.62 22.78 25.11
H 22.82 15.03 23.31
H 24.38 14.33 24.02
H 24.31 15.09 22.34
H 22.68 17.38 23.11
H 24.26 17.45 22.35
H 23.66 19.65 23.84
H 25.08 18.77 24.43
H 23.84 17.62 25.96
H 24.85 19.44 26.61
H 23.46 19.05 27.62
H 23.41 21.35 27.22
H 22.23 20.68 26.05
H 22.55 22.93 25.19
H 23.98 23.20 24.13
H 24.01 23.41 25.93
C 15.30 18.91 15.72
O 15.62 20.25 15.35
C 14.62 21.24 15.48
C 15.39 22.50 15.94
N 16.54 22.97 15.15
C 16.20 23.18 13.74
C 17.43 23.78 13.12
O 17.14 23.98 11.77
C 17.72 23.03 10.87
H 14.47 18.52 15.14
H 14.96 18.82 16.76
H 16.21 18.29 15.61
H 13.92 20.96 16.29
H 14.11 21.45 14.53
H 15.72 22.29 16.96
H 14.71 23.38 15.92
H 17.22 22.20 15.13
H 15.31 23.79 13.60
H 15.98 22.23 13.25
H 18.33 23.10 13.18
H 17.54 24.75 13.61
H 17.50 23.33 9.86
H 17.35 22.00 11.01
H 18.84 22.94 10.95
C 14.31 11.25 25.36
O 14.18 11.09 23.94
C 13.69 12.35 23.38
C 13.88 12.20 21.92
N 15.27 12.06 21.71
C 15.70 11.18 20.58
C 17.16 11.07 20.63
O 17.48 10.34 21.76
C 18.83 10.25 22.08
H 15.04 12.04 25.67
H 14.65 10.29 25.71
H 13.37 11.46 25.83
H 14.35 13.14 23.71
H 12.66 12.59 23.56
H 13.45 12.93 21.28
H 13.46 11.30 21.59
H 15.67 11.57 22.49
H 15.41 11.52 19.61
H 15.29 10.18 20.75
H 17.58 12.05 20.54
H 17.62 10.55 19.79
H 19.29 11.25 22.01
H 19.33 9.62 21.34
H 19.05 9.84 23.05
C 11.07 23.05 20.08
O 11.44 21.66 19.88
C 10.71 20.93 18.85
C 11.53 19.66 18.55
N 11.92 19.00 19.82
C 12.74 17.82 19.59
C 13.55 17.36 20.87
O 14.31 18.47 21.37
C 15.09 18.02 22.47
H 11.77 23.52 20.73
H 10.01 22.96 20.38
H 11.17 23.61 19.13
H 10.68 21.43 17.92
H 9.64 20.75 19.17
H 12.42 19.95 17.92
H 10.99 18.98 17.85
H 12.56 19.59 20.34
H 13.51 17.89 18.80
H 12.08 16.93 19.35
H 14.25 16.56 20.56
H 13.02 16.94 21.67
H 15.53 18.86 23.10
H 15.94 17.41 22.10
H 14.48 17.46 23.19
O 17.78 17.03 18.01
H 17.19 17.68 18.43
H 18.31 17.41 17.35
O 17.28 13.94 18.01
H 16.75 14.17 18.81
H 17.28 14.80 17.54
O 16.13 14.42 20.56
H 15.82 13.72 21.18
H 16.77 15.02 21.01
O 16.32 19.28 19.52
H 15.67 19.06 20.20
H 17.18 19.11 19.96
O 18.46 15.97 20.48
H 19.38 16.03 20.82
H 18.49 16.24 19.54
O 20.08 14.72 17.89
H 20.08 14.50 16.93
H 19.23 14.34 18.16
O 20.46 19.14 22.70
H 20.90 19.95 22.48
H 20.60 18.94 23.65
O 20.66 17.79 25.04
H 20.61 16.90 24.63
H 21.66 17.99 25.20
O 20.95 17.22 18.36
H 20.47 16.42 18.18
H 20.37 17.99 18.13
O 22.90 16.31 16.25
H 22.23 16.44 16.91
H 22.65 15.49 15.82
O 14.36 21.19 18.90
H 13.94 21.03 19.75
H 15.08 20.54 18.84
O 18.03 16.53 25.88
H 17.33 16.83 26.50
H 18.87 16.97 26.01
O 18.12 18.63 21.46
H 18.26 17.66 21.26
H 18.91 18.91 21.95
O 20.99 16.70 21.23
H 21.02 17.54 21.71
H 21.05 16.93 20.27
```

The calculation puts the energy above the lowest of the compared OMol25 structures with the same formula, charge and spin at 0.00 kJ/mol. For the HOMO-LUMO gap, the calculation gives 8.8 eV. As for the total charge: 0. The LUMO energy comes out at 0.6 eV. As for the molar mass: 1317.7 g/mol.

Mulliken atomic charge list, values in e, 2 entries: -0.729 -0.279

- HOMO-LUMO gap of number 1 (C48H129N5O19)?
  8.5 eV

- Look up the HOMO-LUMO gap of the first one.
  8.5 eV